Entry 1:
A molecular structure, C24H60IN4O8. Source: the Open Molecules 2025 dataset; level of theory: ωB97M-V/def2-TZVPD.

Last column: Löwdin charge in e.
Geometry (Å):
I (-1.057, 0.852, 0.763)  -0.074
C (-3.022, 1.817, -1.951)  -0.241
O (-3.783, 1.395, -3.062)  -0.284
C (-3.123, 0.323, -3.837)  -0.197
C (-4.145, -0.034, -4.923)  -0.198
N (-3.446, -0.943, -5.920)  -0.103
C (-4.328, -1.227, -7.049)  -0.270
C (-3.540, -1.931, -8.052)  -0.292
O (-4.416, -2.381, -9.075)  -0.264
C (-3.890, -2.688, -10.339)  -0.148
H (-1.966, 1.981, -2.180)  0.033
H (-3.160, 0.909, -1.010)  0.033
H (-3.254, 2.830, -1.507)  0.078
H (-2.940, -0.363, -2.835)  0.163
H (-2.225, 0.729, -4.188)  0.091
H (-4.351, 0.963, -5.398)  0.121
H (-5.162, -0.494, -4.548)  0.147
H (-3.052, -1.714, -5.332)  0.111
H (-4.798, -0.229, -7.440)  0.167
H (-4.977, -2.122, -6.697)  0.145
H (-2.892, -2.916, -7.608)  0.183
H (-2.890, -1.107, -8.499)  0.133
H (-4.895, -2.635, -11.256)  0.164
H (-3.487, -3.671, -10.111)  0.066
H (-3.210, -1.889, -10.816)  0.085
C (-0.382, -3.294, -4.145)  -0.085
O (0.126, -3.515, -2.842)  -0.183
C (0.554, -2.345, -2.250)  -0.304
C (1.048, -2.801, -0.908)  -0.205
N (1.730, -1.686, -0.140)  -0.074
C (2.570, -2.113, 0.915)  -0.231
C (4.043, -2.399, 0.495)  -0.186
O (4.757, -3.243, 1.451)  -0.160
C (5.291, -2.497, 2.608)  -0.064
H (-0.484, -4.227, -4.406)  0.037
H (0.322, -2.847, -4.857)  0.093
H (-1.098, -2.490, -4.091)  0.074
H (-0.076, -1.316, -2.144)  0.153
H (1.555, -1.967, -2.875)  0.164
H (1.848, -3.510, -1.273)  0.131
H (0.235, -3.275, -0.241)  0.123
H (0.943, -1.161, 0.270)  -0.026
H (2.236, -3.219, 1.241)  0.129
H (2.632, -1.442, 1.940)  0.164
H (4.576, -1.538, 0.285)  0.089
H (4.051, -2.791, -0.313)  0.010
H (5.694, -3.190, 3.251)  0.060
H (4.647, -1.857, 3.194)  0.082
H (5.894, -1.777, 2.294)  0.030
C (-0.397, 3.200, 6.640)  -0.146
O (-1.105, 2.108, 6.125)  -0.210
C (-0.400, 1.170, 5.250)  -0.205
C (-1.083, -0.096, 5.208)  -0.246
N (-0.458, -1.007, 4.218)  -0.108
C (-1.194, -2.349, 4.063)  -0.159
C (-0.821, -2.837, 2.649)  -0.224
O (-0.954, -4.167, 2.969)  -0.246
C (-0.623, -5.121, 1.928)  -0.103
H (0.548, 2.972, 7.002)  0.046
H (-0.136, 3.871, 5.865)  0.037
H (-0.879, 3.927, 7.426)  0.124
H (0.671, 0.976, 5.768)  0.162
H (-0.298, 1.826, 4.304)  0.131
H (-2.062, 0.046, 4.703)  0.127
H (-1.112, -0.851, 6.061)  0.147
H (-0.408, -0.643, 3.236)  0.001
H (-2.123, -2.116, 4.272)  0.045
H (-0.911, -2.877, 4.993)  0.126
H (0.183, -2.621, 2.719)  0.089
H (-1.554, -2.532, 1.934)  0.116
H (-1.439, -4.961, 1.207)  0.064
H (-0.705, -6.289, 2.234)  0.117
H (0.423, -4.868, 1.370)  0.104
C (0.879, 7.225, 5.120)  -0.195
O (0.429, 6.403, 4.185)  -0.200
C (1.434, 5.479, 3.859)  -0.199
C (0.698, 4.580, 2.822)  -0.218
N (1.505, 3.417, 2.465)  -0.100
C (2.434, 3.806, 1.401)  -0.166
C (2.855, 2.424, 0.708)  -0.217
O (3.985, 2.648, -0.035)  -0.168
C (4.734, 1.561, -0.615)  -0.065
H (1.700, 7.808, 4.629)  0.101
H (1.160, 6.689, 6.032)  0.090
H (0.072, 7.935, 5.248)  0.089
H (1.772, 4.888, 4.831)  0.158
H (2.249, 5.933, 3.257)  0.121
H (0.278, 4.894, 1.912)  0.111
H (0.038, 3.974, 3.349)  0.069
H (0.701, 2.611, 2.146)  0.055
H (3.274, 4.274, 1.791)  0.094
H (2.163, 4.286, 0.621)  0.047
H (2.178, 1.947, 0.379)  -0.034
H (2.981, 1.694, 1.615)  0.150
H (4.079, 1.017, -1.326)  0.096
H (5.043, 0.979, 0.187)  0.051
H (5.497, 1.807, -1.314)  0.067

## Properties
HOMO energy: -4.78 eV
E_LUMO: 2.19 eV
Multiplicity: 1
E: -2068.431280 Ha
ΔE to the lowest compared entry with this formula, charge and spin: 30.6 kcal/mol
Net charge: -1

---

Entry 2:
A molecular structure, C24H60Mn2O16P. Source: the Open Molecules 2025 dataset; level of theory: ωB97M-V/def2-TZVPD.

Last column: Löwdin charge in e.
Geometry (Å):
Mn (-3.066, 0.487, 1.839)  0.890
Mn (-0.914, 2.033, 1.258)  0.959
O (-1.558, 0.185, 0.435)  -0.384
H (-1.422, -0.223, -0.410)  -0.061
O (-2.954, 2.447, 1.300)  -0.393
H (-3.711, 3.017, 1.339)  -0.013
O (-1.450, 0.978, 3.010)  -0.386
H (-1.118, 0.779, 3.874)  -0.014
C (-4.882, -0.270, -0.810)  -0.059
O (-4.877, 0.086, 0.550)  -0.260
C (-6.047, 0.676, 1.087)  -0.152
C (-6.071, 0.524, 2.605)  -0.104
O (-4.712, 0.686, 3.088)  -0.226
C (-4.647, 0.977, 4.468)  -0.164
C (-4.892, 2.432, 4.830)  -0.189
O (-6.187, 2.832, 4.438)  -0.208
C (-6.397, 4.229, 4.517)  -0.082
H (-5.154, 0.548, -1.480)  0.107
H (-5.570, -1.101, -1.010)  0.104
H (-3.902, -0.670, -1.059)  0.074
H (-6.926, 0.181, 0.668)  0.142
H (-6.039, 1.745, 0.846)  0.139
H (-6.432, -0.471, 2.871)  0.141
H (-6.703, 1.275, 3.070)  0.124
H (-3.602, 0.856, 4.775)  0.122
H (-5.178, 0.269, 5.108)  0.145
H (-4.172, 3.014, 4.238)  0.128
H (-4.707, 2.589, 5.896)  0.139
H (-6.030, 4.610, 5.474)  0.092
H (-7.456, 4.444, 4.412)  0.093
H (-5.853, 4.729, 3.707)  0.090
C (3.622, -3.876, -4.516)  -0.109
O (3.678, -5.215, -4.967)  -0.168
C (2.797, -6.052, -4.292)  -0.219
C (1.327, -5.849, -4.656)  -0.175
O (0.729, -4.853, -3.824)  -0.156
C (-0.671, -4.776, -4.001)  -0.197
C (-1.145, -3.699, -3.071)  -0.209
O (-1.181, -4.163, -1.743)  -0.141
C (-1.319, -3.120, -0.840)  -0.128
H (4.045, -3.783, -3.508)  0.079
H (2.610, -3.475, -4.458)  0.073
H (4.273, -3.289, -5.158)  0.090
H (2.902, -5.975, -3.203)  0.132
H (3.049, -7.088, -4.521)  0.125
H (0.736, -6.764, -4.543)  0.123
H (1.242, -5.527, -5.699)  0.134
H (-1.154, -5.725, -3.732)  0.134
H (-0.944, -4.573, -5.042)  0.132
H (-2.146, -3.371, -3.394)  0.133
H (-0.485, -2.829, -3.144)  0.101
H (-0.545, -2.341, -0.922)  0.069
H (-1.233, -3.470, 0.188)  0.096
H (-2.280, -2.597, -0.958)  0.078
C (-0.682, 4.681, 2.950)  -0.041
O (-0.096, 3.433, 2.559)  -0.297
C (1.333, 3.449, 2.766)  -0.129
C (1.819, 2.021, 2.948)  -0.121
O (1.232, 1.291, 1.851)  -0.226
C (1.633, -0.050, 1.691)  -0.160
C (1.655, -0.895, 2.953)  -0.216
O (2.824, -0.657, 3.699)  -0.200
C (2.876, -1.386, 4.904)  -0.093
H (-0.565, 4.824, 4.025)  0.103
H (-1.728, 4.694, 2.662)  0.089
H (-0.142, 5.499, 2.464)  0.103
H (1.556, 4.059, 3.640)  0.137
H (1.819, 3.874, 1.887)  0.136
H (1.546, 1.440, 3.828)  0.130
H (2.910, 2.023, 2.863)  0.144
H (2.668, -0.111, 1.331)  0.135
H (1.005, -0.566, 0.970)  0.120
H (1.665, -1.961, 2.678)  0.137
H (0.736, -0.818, 3.554)  0.124
H (3.815, -1.203, 5.423)  0.092
H (2.839, -2.459, 4.685)  0.095
H (2.070, -1.048, 5.565)  0.091
C (-0.171, 0.321, -2.848)  -0.053
C (1.123, -0.509, -2.952)  -0.268
O (2.177, 0.356, -3.342)  -0.166
P (3.616, 0.057, -2.706)  0.423
O (4.076, -1.329, -2.816)  -0.198
O (4.481, 1.162, -3.443)  -0.177
C (5.896, 0.982, -3.585)  -0.271
C (6.424, 2.022, -4.546)  -0.064
O (3.437, 0.567, -1.183)  -0.188
C (3.318, 1.983, -0.911)  -0.263
C (4.614, 2.611, -0.479)  -0.056
H (-0.508, 0.559, -3.857)  0.085
H (-0.960, -0.287, -2.394)  0.048
H (-0.096, 1.215, -2.232)  0.070
H (1.303, -0.889, -1.941)  0.106
H (0.954, -1.353, -3.616)  0.108
H (6.380, 1.062, -2.608)  0.113
H (6.141, -0.034, -3.898)  0.118
H (6.064, 1.821, -5.559)  0.083
H (5.889, 2.966, -4.381)  0.079
H (7.490, 2.211, -4.516)  0.081
H (2.882, 2.471, -1.786)  0.119
H (2.580, 2.048, -0.106)  0.093
H (4.456, 3.652, -0.187)  0.083
H (5.045, 2.083, 0.371)  0.087
H (5.321, 2.635, -1.305)  0.064

## Properties
<S²>: 30.01
HOMO energy (alpha / beta): -10.59 / -10.59 eV
E_LUMO (alpha / beta): -2.13 / -2.58 eV
Multiplicity: 11
E: -4797.481335 Ha
ΔE to the lowest compared entry with this formula, charge and spin: 12.0 kcal/mol
Net charge: +1